Record 1
A 7-piece molecular cluster, C30H84N7O9 overall at a distorted geometry. Source: the OMol25 dataset; level of theory: the ωB97M-V functional and the def2-TZVPD basis.

## Properties
Charge: +5
E_LUMO: -10.08 eV
Energy above the lowest of the compared OMol25 structures with the same formula, charge and spin: 166.0 kJ/mol
HOMO-LUMO gap: 0.3600 Eh
HOMO: -0.7302 Ha

Each line ends with the Löwdin charge.
Atoms and positions in Å:
H  -7.43  6.89  13.81  0.141
H  -1.86  12.14  15.13  0.151
C  -3.91  12.69  14.74  -0.235
H  -5.70  8.22  9.12  0.104
C  -2.81  11.65  14.91  -0.067
H  4.01  7.64  10.47  0.141
H  -3.09  9.68  8.84  0.106
H  -2.34  11.71  9.00  0.104
C  -1.78  9.56  14.04  0.035
H  -0.79  9.99  14.10  0.110
H  0.97  10.60  5.52  0.119
H  -5.22  2.43  13.53  0.107
H  -7.66  7.02  8.85  0.118
H  -1.44  2.46  15.41  0.111
C  -3.11  5.29  14.99  -0.239
H  2.32  5.21  6.95  0.096
C  0.17  2.93  7.46  -0.080
C  3.95  8.61  13.02  0.042
H  -4.40  9.57  14.06  0.104
H  -3.67  13.45  14.00  0.132
H  -2.26  3.65  6.68  0.120
H  -3.15  3.34  8.28  0.105
H  -3.75  9.51  12.43  0.075
O  1.95  4.33  6.96  -0.020
O  -6.61  8.58  13.00  -0.074
H  -8.40  7.06  10.47  0.104
C  -0.10  8.11  5.70  0.020
H  -0.63  3.60  10.05  0.073
C  1.88  7.58  10.98  -0.212
H  -1.81  1.36  6.65  0.119
H  -0.93  7.50  5.35  0.106
C  -2.24  3.61  7.77  0.027
O  -4.02  13.40  15.96  -0.029
C  -5.83  8.23  10.20  0.056
H  -5.60  4.82  10.07  0.109
C  -4.02  10.18  13.25  0.000
H  -3.75  4.44  13.15  0.114
O  0.81  8.51  11.26  -0.082
C  -2.77  1.92  13.18  0.005
H  5.77  9.05  11.15  0.117
H  0.84  2.17  7.87  0.151
H  -3.17  2.38  12.27  0.086
H  -0.11  11.35  6.76  0.102
H  -2.06  10.77  11.72  0.090
H  -7.99  5.50  9.71  0.127
C  -7.25  7.33  12.83  -0.191
N  -2.68  10.74  13.68  -0.336
H  -0.81  8.81  8.27  0.121
N  -6.34  6.80  10.44  -0.331
C  -4.76  2.45  14.52  0.047
C  -2.50  2.31  15.59  0.047
H  -0.02  2.78  6.40  0.154
H  -5.40  6.46  12.30  0.112
C  -2.51  10.07  8.00  -0.243
H  0.19  5.15  7.55  0.102
H  -3.24  10.40  7.26  0.130
H  -4.50  6.19  16.00  0.105
C  -7.69  6.54  9.83  0.027
H  -1.07  10.34  4.22  0.124
H  -2.66  12.35  12.20  0.115
H  0.62  8.32  4.91  0.119
H  -2.34  9.28  4.76  0.118
H  4.78  10.19  10.10  0.110
H  -4.38  6.07  9.98  0.069
H  -1.03  11.75  12.74  0.114
H  -4.78  1.48  15.00  0.114
H  1.07  4.39  8.85  0.114
H  -4.80  10.87  12.92  0.115
C  -6.42  6.40  11.92  -0.074
O  -2.97  6.61  11.77  -0.054
H  -6.69  8.94  13.89  0.102
H  -5.50  5.92  8.65  0.113
H  -5.19  3.21  15.17  0.099
C  -0.94  2.62  9.70  0.025
H  -2.75  1.28  15.84  0.120
C  -1.57  1.27  7.71  0.026
C  -1.55  9.05  7.50  -0.089
N  -2.16  6.81  10.84  -0.594
H  -2.33  5.32  15.75  0.132
H  5.29  10.72  11.70  0.113
H  -2.16  9.06  14.94  0.109
H  1.57  6.95  10.15  0.115
N  -1.12  2.64  8.18  -0.341
H  4.64  7.81  12.74  0.111
H  4.54  9.27  13.66  0.122
C  3.17  8.31  10.65  -0.070
O  -1.73  11.09  8.59  -0.045
H  -2.86  6.25  14.51  0.103
H  -1.90  2.38  10.15  0.091
N  -3.27  2.80  14.34  -0.312
H  2.99  8.24  13.35  0.098
H  -3.30  0.98  13.30  0.114
C  -5.41  5.84  9.73  -0.005
H  -2.54  1.03  8.15  0.111
H  -1.93  8.05  7.29  0.129
H  -2.03  10.92  5.50  0.107
H  -2.72  2.97  16.43  0.110
C  -1.59  9.99  5.11  0.014
N  3.70  9.37  11.71  -0.337
H  -1.94  4.59  8.13  0.072
H  -2.06  4.33  13.35  0.134
H  -0.87  0.48  7.97  0.126
O  -4.42  5.36  15.52  -0.040
H  0.43  7.64  6.53  0.090
C  -2.07  11.50  12.54  0.018
H  3.29  11.32  12.55  0.118
O  -1.44  5.95  10.36  -0.007
N  -0.73  9.42  6.22  -0.308
H  1.03  10.09  7.25  0.101
H  -0.07  8.10  11.15  0.040
H  -3.06  10.98  15.74  0.140
C  5.03  9.85  11.10  0.042
H  -6.68  8.86  10.48  0.117
H  -1.90  8.83  13.24  0.080
H  -4.93  12.30  14.67  0.126
H  -6.90  5.42  11.92  0.141
H  2.02  10.03  12.64  0.078
H  -4.89  8.36  10.73  0.079
C  2.76  10.53  12.03  0.026
H  2.05  6.87  11.79  0.120
C  -2.99  4.24  13.91  -0.108
H  -8.25  7.48  12.42  0.121
H  -4.04  14.35  15.82  0.113
C  0.39  10.44  6.43  0.031
H  -0.14  1.94  9.98  0.122
H  -1.69  1.82  13.19  0.111
C  0.81  4.28  7.80  -0.240
O  -2.01  8.02  10.53  -0.068
H  3.01  8.95  9.78  0.124
H  2.34  10.81  11.06  0.107


Record 2
A 3-piece molecular cluster, C4H15N2O2 overall at a distorted geometry. Source: the OMol25 dataset; level of theory: the ωB97M-V functional and the def2-TZVPD basis.

## Properties
Charge: +2
⟨S²⟩: 0.76
E_LUMO (spin up / spin down): -7.67 / -11.66 eV
2S+1: 2
Energy above the lowest of the compared OMol25 structures with the same formula, charge and spin: 136.6 kJ/mol
HOMO-LUMO gap (spin up / spin down): 0.4125 / 0.2792 Eh
HOMO (spin up / spin down): -0.6943 / -0.7076 Ha

Each line ends with the Löwdin charge.
Atoms and positions in Å:
H  -0.92  0.84  -0.63  0.124
H  0.70  1.05  -0.16  0.131
H  3.40  2.25  -0.16  0.050
H  2.51  -0.08  2.52  0.204
C  -0.01  -0.74  0.61  -0.118
C  -1.51  -1.86  -1.05  -0.062
C  -1.11  -1.77  0.41  -0.178
H  0.34  -0.12  -1.27  0.173
O  -2.06  2.29  -0.82  -0.068
H  -0.78  -2.80  0.85  0.175
H  2.30  0.65  1.04  0.061
C  1.07  -0.95  1.37  -0.031
H  -2.88  2.65  -0.31  0.134
H  -2.14  -2.79  -1.25  0.136
H  0.95  -1.97  1.96  0.219
N  2.09  -0.14  1.56  0.279
H  -0.44  -2.09  -1.41  0.119
N  -0.01  0.35  -0.44  0.271
H  -1.94  -1.50  1.19  0.188
O  2.48  2.31  -0.31  -0.007
H  -2.41  2.25  -1.71  0.067
H  -1.98  -1.07  -1.56  0.062
H  2.35  3.24  -0.42  0.074


E list, top to bottom, in eV: -61275.16159 -11447.40012